[1]
C6H7Cl3Si2 | wB97M-V/def2-TZVPD

The geometry in ORCA input format:
```
! RIJCOSX wB97M-V def2-TZVPD def2/J DEFGRID3
* xyz 0 1
C 2.84251 -0.77698 0.08774
C 2.62001 0.32956 -0.55790
C 1.78808 -1.29861 0.83610
C 1.42518 1.03129 -0.56587
C 0.57563 -0.66032 0.88723
C 0.31760 0.48246 0.21627
Si -1.49305 1.07103 0.20733
Si -3.38945 -0.15596 -0.39513
Cl -1.58297 2.78741 -1.48746
Cl -2.98226 -1.71373 -1.62768
Cl -4.02735 -1.10982 1.33754
H 3.76672 -1.25446 0.27895
H 3.38880 0.55912 -1.22375
H 1.89007 -2.22126 1.31584
H 1.30280 1.93073 -1.17698
H -0.19948 -1.23020 1.48185
H -1.57906 1.76313 1.43959
H -4.66377 0.46660 -1.05367
*
```

Relative energy (zero: lowest compared OMol25 entry of this formula, charge and spin) in kJ/mol: 74.6
E_HOMO in eV: -9.62



[2]
C17H24N2O7 | wB97M-V/def2-TZVPD

The geometry in ORCA input format:
```
! RIJCOSX wB97M-V def2-TZVPD def2/J DEFGRID3
* xyz 0 1
C -2.87694 -3.79750 0.35502
C -2.44922 -3.06445 -1.02175
H -3.34564 -2.86018 -1.65718
H -1.76632 -3.59795 -1.61253
O -2.04597 -1.93486 -0.91222
C -3.00036 -0.85717 -0.46391
O -4.23235 -1.08769 -0.32552
C -2.29796 0.54094 -0.41550
C -2.96328 1.54010 0.27334
N -2.23488 2.66264 0.59148
C -1.01192 3.13240 0.33992
C -0.33893 2.09583 -0.44797
C 1.20418 2.06003 -0.73491
O 1.77325 3.38940 -0.43388
O 1.79820 1.13176 -1.21634
C 3.12696 1.25385 -1.25417
C 4.08746 1.16367 -0.06720
H 3.81872 2.19071 0.50859
H 5.20754 1.40432 -0.45654
H 3.79714 0.52844 0.64363
H 3.38481 0.41315 -2.09017
H 3.22655 2.29925 -1.80404
C -0.87810 0.83145 -0.80405
C -0.05272 -0.43869 -0.36679
O 0.46566 -1.07576 -1.60226
O 0.26809 -0.58003 0.76306
C 0.80628 -1.97284 1.27187
H 0.57596 -1.65168 2.30273
H 0.29123 -2.69052 0.86501
C 2.36570 -1.87919 1.22465
O 3.06029 -1.60082 2.07418
N 2.73403 -2.13675 -0.21129
H 2.12452 -2.04195 -0.82625
C 4.13925 -2.42758 -0.41583
H 4.48226 -1.61122 -1.09291
H 4.76675 -2.01961 0.57242
H 4.34285 -3.28282 -1.00049
H -0.92958 0.77148 -1.69262
C -0.43649 4.28052 0.82850
H 0.37423 4.21118 1.48448
H -1.07506 4.67598 1.58446
H -0.28150 4.94115 0.20945
H -2.87217 3.36587 1.15844
C -4.34017 1.33350 0.96331
H -4.38118 1.86444 1.90343
H -4.77794 2.08419 0.35887
H -4.63102 0.37003 0.91562
H -3.13421 -4.94940 0.07316
H -2.02071 -3.76683 0.80319
H -3.84728 -3.21080 0.85748
*
```

Relative energy (zero: lowest compared OMol25 entry of this formula, charge and spin) in kJ/mol: 1690.2
E_HOMO in eV: -7.82



[3]
C39H36AsN6O4PSSc | wB97M-V/def2-TZVPD

The geometry in ORCA input format:
```
! RIJCOSX wB97M-V def2-TZVPD def2/J DEFGRID3
* xyz 1 1
Sc 1.58150 0.78723 -2.67653
N 1.69903 -0.10593 -6.94376
C 1.80963 0.49809 -5.76019
S 2.98268 -0.13812 -4.62349
N 1.01732 1.54550 -5.58905
N 1.14433 2.06842 -4.36679
C 0.55781 3.15601 -4.05145
C 0.93940 3.73944 -2.75962
C 0.42652 4.94050 -2.32063
C 0.94893 5.52093 -1.17596
C 1.99040 4.89217 -0.51978
C 2.42987 3.67375 -1.00614
N 1.90519 3.07745 -2.07817
H 2.28990 -0.88566 -7.16196
H 1.06091 0.25507 -7.63107
H -0.09960 3.67763 -4.73510
H -0.35982 5.42180 -2.88997
H 0.55795 6.46398 -0.81232
H 2.45753 5.32252 0.35498
H 3.24973 3.16189 -0.52217
C 4.12066 -1.69058 -0.37005
C 2.97608 -2.09704 -1.23216
N 2.08347 -1.29304 -1.77605
C 1.17970 -2.10917 -2.45054
C 1.53698 -3.40825 -2.29283
N 2.66769 -3.37134 -1.52389
C 1.02850 -4.74501 -2.71571
O -0.09412 -4.77568 -3.39264
O 1.67345 -5.71727 -2.41401
C 0.00825 -1.52252 -3.15357
O -0.88892 -2.22448 -3.58027
O 0.01993 -0.21553 -3.21588
H 3.75352 -1.29541 0.57773
H 4.71901 -0.92141 -0.85833
H 4.76389 -2.54180 -0.15543
H 3.16896 -4.21164 -1.26586
H -0.47502 -3.86897 -3.49033
C -0.73610 -0.59295 -0.04927
C -1.59730 -0.67705 1.21260
As -0.50395 -1.04919 2.82565
C -1.91987 -0.93420 4.16554
C -2.97066 -0.02342 4.08110
C -3.92004 0.05867 5.09665
C -3.82280 -0.76364 6.20970
C -2.76794 -1.66449 6.31000
C -1.82229 -1.74516 5.29751
C -0.47172 -2.98324 2.56725
C 0.76742 -3.59115 2.38218
C 0.85918 -4.96360 2.16778
C -0.29298 -5.73635 2.14303
C -1.53544 -5.13820 2.33503
C -1.62421 -3.76905 2.54571
P -0.05204 1.05507 -0.51823
C 0.70701 1.64196 1.02832
C 2.05557 1.31574 1.17961
C 2.74858 1.62822 2.33963
C 2.09692 2.30000 3.36560
C 0.75087 2.61249 3.23925
C 0.05499 2.26987 2.08781
C -1.54043 2.02918 -0.91065
C -2.39941 1.47928 -1.87020
C -3.54135 2.16047 -2.26663
C -3.83675 3.40296 -1.72027
C -2.96988 3.97336 -0.79960
C -1.82180 3.29753 -0.40514
H -1.30953 -0.89867 -0.92604
H 0.11322 -1.27479 0.01838
H -2.28082 -1.51808 1.11835
H -2.20750 0.21833 1.33677
H -3.06861 0.63275 3.22485
H -4.73896 0.76414 5.01111
H -4.56432 -0.70396 6.99826
H -2.68276 -2.30835 7.17816
H -1.00730 -2.45428 5.38217
H 1.66810 -2.98839 2.41873
H 1.82791 -5.43044 2.03125
H -0.22660 -6.80577 1.98064
H -2.43563 -5.74164 2.32377
H -2.59533 -3.31170 2.70513
H 2.56539 0.79464 0.37951
H 3.79256 1.35473 2.44388
H 2.63347 2.56023 4.27062
H 0.23018 3.10495 4.05368
H -1.01029 2.44785 2.04982
H -2.17316 0.52024 -2.32080
H -4.19653 1.72068 -3.00871
H -4.73716 3.92724 -2.01749
H -3.18614 4.95177 -0.38447
H -1.13500 3.78191 0.27147
*
```

Relative energy (zero: lowest compared OMol25 entry of this formula, charge and spin) in kJ/mol: 59.2
E_HOMO in eV: -10.47



[4]
C2H4S3 | wB97M-V/def2-TZVPD

The geometry in ORCA input format:
```
! RIJCOSX wB97M-V def2-TZVPD def2/J DEFGRID3
* xyz 0 1
C 2.10140 -0.78271 -0.39647
C 2.71458 0.53055 -0.02748
S 3.08166 -0.58204 1.24911
S 3.02486 2.03603 -0.51064
S -2.17807 0.73129 1.39467
H 1.07652 -0.89484 -0.11544
H 2.52460 -1.48842 -1.04086
H -3.09998 1.85716 1.59728
H -2.50646 0.31260 2.65138
*
```

Relative energy (zero: lowest compared OMol25 entry of this formula, charge and spin) in kJ/mol: 157.3
E_HOMO in eV: -8.79



[5]
C18H47CoNO4Si2 | wB97M-V/def2-TZVPD

The geometry in ORCA input format:
```
! RIJCOSX wB97M-V def2-TZVPD def2/J DEFGRID3
* xyz 0 4
O -1.66050 1.03812 -0.34151
O -2.38953 -1.58637 -0.43083
C -2.61712 1.66492 0.72176
C -2.26281 3.12559 0.78321
H -2.40360 1.09815 1.61903
H -3.63905 1.47888 0.36802
H -1.18862 3.27883 0.95134
H -2.79610 3.57290 1.62438
H -2.57048 3.65791 -0.12103
C -2.02802 1.29812 -1.81686
C -3.48887 1.10205 -2.08695
H -1.38252 0.60110 -2.35692
H -1.68224 2.32082 -1.96788
H -3.77129 0.05033 -1.96222
H -3.69786 1.38514 -3.12357
H -4.11504 1.73528 -1.45684
C -1.66019 -2.43805 -1.34216
C -3.24484 -2.24339 0.52201
C -2.28049 -2.42622 -2.71472
H -1.64076 -3.45422 -0.92188
H -0.62853 -2.05079 -1.35627
H -3.28996 -2.84658 -2.68647
H -1.67684 -3.05124 -3.37341
H -2.32016 -1.41897 -3.13876
C -4.54452 -2.68703 -0.09630
H -3.40263 -1.51029 1.32291
H -2.69700 -3.09767 0.94172
H -5.05857 -1.86786 -0.60333
H -5.19471 -3.05007 0.69693
H -4.39253 -3.50586 -0.80083
H -1.57581 0.05692 -0.14567
Co 2.10694 0.36838 0.49108
C 0.36894 -0.07123 1.49353
Si 0.65441 -1.30982 2.87844
H -0.04091 0.89209 1.82495
H -0.25857 -0.51536 0.71292
C -0.97005 -1.40723 3.83665
C 2.04732 -0.88249 4.03880
C 1.01012 -3.00890 2.16617
C 1.56322 2.04726 -0.30614
Si 2.16766 2.01458 -2.08410
H 1.99163 2.88963 0.27166
H 0.46310 2.14285 -0.25112
C 0.97273 3.03065 -3.11807
C 2.18263 0.25089 -2.73121
C 3.88001 2.76061 -2.28154
H 0.40342 -3.19391 1.27039
H 0.76592 -3.76995 2.92257
H 2.07447 -3.09473 1.89450
H -1.28032 -0.41569 4.19456
H -0.82964 -2.05789 4.71062
H -1.78353 -1.82278 3.22376
H 2.27174 0.18903 4.03378
H 2.96486 -1.43606 3.79582
H 1.73785 -1.16178 5.05551
H 1.48036 0.18240 -3.57474
H 1.89938 -0.50761 -1.98108
H 3.18881 0.00803 -3.10144
H 4.01457 2.98243 -3.35169
H 4.69356 2.08761 -1.97404
H 3.97093 3.70515 -1.72549
H 1.45413 3.29654 -4.06998
H 0.70486 3.95812 -2.59395
H 0.05062 2.47674 -3.33994
N 3.97534 0.98052 0.77085
C 4.79911 -0.02694 1.46186
C 4.05721 -1.35001 1.40162
O 4.44266 -2.29408 2.08369
O 2.98319 -1.32784 0.64061
H 4.38327 1.18173 -0.14783
H 4.00179 1.86166 1.27243
H 5.77170 -0.15101 0.97197
H 4.96569 0.26796 2.50673
*
```

⟨S²⟩: 3.7622
E_HOMO (alpha / beta) in eV: -4.93 / -7.18



no.,total energy (eV)
1,-59660.60228
2,-35315.23155
3,-159821.65620
4,-34642.59627
5,-82488.39658